Record 1
# C3H5NO

One molecule with the formula C3H5NO in a non-equilibrium geometry (wB97M-V/def2-TZVPD, OMol25).

CARTESIAN COORDINATES (ANGSTROEM)
O 1.8029 -0.5715 -0.8295
C 1.5080 0.2623 -0.0174
N 0.2583 0.2310 0.5952
C -1.0669 0.6075 0.1083
C -0.6078 -0.7887 -0.0061
H 2.2837 0.9467 0.3837
H -1.7886 0.8455 0.8825
H -1.1241 1.1839 -0.8180
H -0.4213 -1.1588 -1.0101
H -0.8441 -1.5579 0.7114

Cartesian forces (eV/Å) of the 2 atoms listed first:
0.9 -0.1 -0.5
0.2 0.2 -0.1

Results
gap between HOMO and LUMO: 10.877 eV
HOMO: -9.9 eV
energy relative to the best compared isomer or geometry (same formula, charge and spin): 39.9 kcal per mole
LUMO: 1.0055 eV
structure (SMILES): O=CN1CC1

=====

Record 2
# C6H8BrNO

C6H8BrNO as an isolated structure in a non-equilibrium geometry (wB97M-V/def2-TZVPD, OMol25).

CARTESIAN COORDINATES (ANGSTROEM)
C -1.7729 2.9773 0.0271
C -2.1649 1.8223 -0.5996
C 0.8502 0.6014 0.4922
C -0.1470 -1.1876 -0.8812
C -1.7403 0.2724 0.6061
C -0.3029 -0.4016 0.4775
N -1.4636 3.9073 0.6004
O -2.8443 1.4760 -1.5126
Br -3.1065 -1.0235 0.3777
H 1.4285 0.6194 1.4428
H 1.6599 0.3911 -0.2580
H 0.4443 1.6292 0.4151
H -0.5280 -2.2584 -0.7427
H -0.5829 -0.6927 -1.6785
H 0.9417 -1.2705 -1.1001
H -1.8856 0.8330 1.4926
H -0.0103 -0.9960 1.3572

Cartesian forces (eV/Å) of the 2 atoms listed first:
-0.1 1.1 -0.6
-0.6 -7.1 0.6

Results
gap between HOMO and LUMO: 8.560 eV
HOMO: -9.6 eV
energy relative to the best compared isomer or geometry (same formula, charge and spin): 38.1 kcal per mole
LUMO: -1.0722 eV

=====

Record 3
# C5H8O

A 2-piece molecular cluster, C5H8O overall (wB97M-V/def2-TZVPD, OMol25).

CARTESIAN COORDINATES (ANGSTROEM)
C 0.6249 -1.1815 1.5076
C 0.5270 -0.4776 0.3927
C 0.8449 0.9449 0.0354
C 0.0588 1.1101 -1.2756
C -0.3425 -0.2791 -1.7423
O -0.0282 -1.0939 -0.7626
H -2.7820 -0.9697 0.5929
H 1.0200 -0.7350 2.4130
H 0.3073 -2.2181 1.5337
H 0.5437 1.6376 0.8261
H 1.9221 1.0649 -0.1333
H -0.8759 1.6746 -1.1497
H 0.6086 1.6113 -2.0772
H -2.6163 -0.9802 -0.1320

Cartesian forces (eV/Å) of the 2 atoms listed first:
0.0 0.1 -0.1
0.1 0.0 0.3

Results
gap between HOMO and LUMO: 9.582 eV
HOMO: -8.7 eV
energy relative to the best compared isomer or geometry (same formula, charge and spin): 93.7 kcal per mole
LUMO: 0.8334 eV

=====

Record 4
# C3H4O4S

One molecule with the formula C3H4O4S in a non-equilibrium geometry (wB97M-V/def2-TZVPD, OMol25).

CARTESIAN COORDINATES (ANGSTROEM)
C -0.5336 -1.1970 0.0983
C 0.1841 0.1276 0.4941
C 1.5042 0.1092 -0.3029
O -0.0420 -2.2392 -0.1971
O -1.2911 1.5499 -1.1579
O -2.3423 1.3549 1.0831
O -1.7097 -0.7995 -0.2871
S -1.4216 0.8688 0.0822
H 0.3315 -0.0004 1.6257
H 1.2653 0.3085 -1.4170
H 1.8635 -0.9010 -0.1213
H 2.1917 0.8182 0.1000

Cartesian forces (eV/Å) of the 2 atoms listed first:
2.6 -0.1 -1.4
-0.1 -2.5 2.7

Results
gap between HOMO and LUMO: 11.661 eV
HOMO: -11.2 eV
energy relative to the best compared isomer or geometry (same formula, charge and spin): 40.1 kcal per mole
LUMO: 0.4493 eV

=====

Record 5
# C14H34BBrIN5O7P

A 3-piece molecular cluster, C14H34BBrIN5O7P overall in a non-equilibrium geometry (wB97M-V/def2-TZVPD, OMol25).

CARTESIAN COORDINATES (ANGSTROEM)
C 2.8288 1.4238 4.0557
C 2.2165 1.7543 2.5550
N 1.5301 2.9711 2.4513
C 2.3504 0.7135 1.2521
N 0.9580 0.5783 0.6905
C -0.0929 -0.1343 1.2888
N 0.0730 -0.8405 2.6002
Br -0.7092 -2.5840 2.5928
N -1.3841 -0.0245 0.5152
C -1.6326 -1.1232 -0.4652
C -2.1260 -0.5408 -1.9526
O -1.8510 -1.1880 -3.1146
B -2.5712 0.4134 1.3181
N -2.7272 0.4453 2.8283
O -3.7499 0.9381 0.5397
P 0.6879 1.4547 -0.8825
O 1.7665 2.8137 -1.0299
I 1.4770 -0.1569 -2.5883
H 2.4856 0.3613 4.4058
H 2.3537 2.2032 4.8237
H 3.9837 1.6081 4.0831
H 1.1443 3.0904 1.4894
H 3.1472 1.0828 0.4702
H 2.7353 -0.3022 1.7154
H 1.0491 -1.0474 2.8796
H -0.7488 -1.8965 -0.5800
H -2.5625 -1.7580 -0.0708
H -2.7726 0.4562 -2.0320
H -2.9013 -0.5335 3.1694
H -1.8667 0.8223 3.3117
H -4.3846 1.3535 1.2196
H 1.7091 3.2611 -1.9241
C -4.0410 4.9342 -6.4515
O -4.5584 3.6392 -6.1772
C -3.5270 2.6687 -5.9848
C -3.2862 2.3946 -4.4950
O -2.7632 3.5489 -3.8303
C -3.7673 4.2622 -3.1156
H -4.8414 5.6635 -6.3128
H -3.2131 5.1992 -5.7862
H -3.6993 4.9803 -7.4896
H -2.5997 2.9805 -6.4823
H -3.8649 1.7432 -6.4598
H -2.5344 1.6050 -4.4023
H -4.2032 2.0445 -4.0055
H -3.9910 3.7456 -2.1796
H -4.6845 4.3790 -3.6984
H -3.3783 5.2584 -2.8821
C 3.9575 -2.8963 3.5353
O 2.9058 -3.3935 2.7187
C 3.3871 -3.9958 1.5153
C 3.4161 -5.5253 1.6267
O 4.3696 -5.9591 2.6015
C 3.7589 -6.2903 3.8447
H 3.5609 -2.7093 4.5351
H 4.7871 -3.6053 3.6198
H 4.3282 -1.9538 3.1222
H 4.3767 -3.6019 1.2502
H 2.6930 -3.7171 0.7173
H 3.7323 -5.9396 0.6646
H 2.4190 -5.9228 1.8523
H 3.2883 -7.2735 3.7739
H 3.0160 -5.5491 4.1500
H 4.5407 -6.3299 4.6098

Cartesian forces (eV/Å) of the 2 atoms listed first:
-0.8 0.8 -0.4
-2.0 4.4 0.3

Results
gap between HOMO and LUMO: 5.690 eV
HOMO: -10.9 eV
LUMO: -5.2451 eV
net charge: +1

=====

Record 6
# C22H21NO3

A 2-piece molecular cluster, C22H21NO3 overall in a non-equilibrium geometry (wB97M-V/def2-TZVPD, OMol25).

CARTESIAN COORDINATES (ANGSTROEM)
C 2.0845 -0.9933 -1.8114
C 2.3121 0.3577 -1.2833
C 2.4722 0.6201 0.1106
O 2.3093 -0.2359 0.9886
C 2.8365 2.0707 0.4700
C 3.6957 2.7095 -0.5841
O 3.1233 2.5615 -1.9307
C 2.4580 1.4384 -2.2773
O 1.9774 1.3434 -3.4024
H 2.0728 -0.8955 -2.9020
H 2.9063 -1.6587 -1.5059
H 1.1383 -1.4583 -1.5015
H 1.9131 2.6569 0.6044
H 3.3846 2.0654 1.4148
H 3.7387 3.7967 -0.4588
H 4.7173 2.2947 -0.5795
C -0.2284 -3.5159 3.3876
N -0.5173 -2.4509 2.4423
C -0.4653 -1.1223 2.7111
C -0.9093 -0.3890 1.5807
C -1.0409 0.9864 1.5460
C -1.4765 1.7332 0.4007
C -0.8210 1.5731 -0.8418
C -1.1629 2.3528 -1.9420
C -2.2423 3.2443 -1.8634
C -2.9134 3.4043 -0.6423
C -2.5190 2.6925 0.4862
C -1.2347 -1.3985 0.5549
C -1.8916 -1.3828 -0.6625
C -2.1680 -2.5983 -1.3161
C -1.8634 -3.8331 -0.7252
C -1.2656 -3.8707 0.5384
C -0.9522 -2.6605 1.1294
H -0.3585 -4.4705 2.8752
H 0.8037 -3.4332 3.7485
H -0.9028 -3.4815 4.2548
H -0.1723 -0.7423 3.6859
H -0.9161 1.5089 2.4968
H -0.0279 0.8195 -0.9144
H -0.5877 2.2338 -2.8613
H -2.5411 3.8132 -2.7469
H -3.7526 4.0975 -0.5728
H -3.0227 2.8150 1.4463
H -2.2268 -0.4425 -1.0857
H -2.6351 -2.5916 -2.2974
H -2.0895 -4.7730 -1.2321
H -1.0389 -4.7912 1.0673

Cartesian forces (eV/Å) of the 2 atoms listed first:
-0.1 -0.7 -0.4
0.9 2.2 1.0

Results
gap between HOMO and LUMO: 3.603 eV
HOMO: -5.8 eV
energy relative to the best compared isomer or geometry (same formula, charge and spin): 90.6 kcal per mole
LUMO: -2.2243 eV

=====

Record 7
# C5H12P2S

One molecule with the formula C5H12P2S in a non-equilibrium geometry (wB97M-V/def2-TZVPD, OMol25).

CARTESIAN COORDINATES (ANGSTROEM)
C -0.9185 -0.7399 1.3372
C -0.3422 -1.5177 0.2468
C 0.0917 0.4866 1.6761
C 1.1489 -1.0239 -2.2635
C -0.3159 2.6102 -0.4830
P -0.3159 -0.4810 -1.3087
P 0.7016 1.1130 -0.1010
S 2.6053 1.3743 -0.1637
H -1.8919 -0.3115 0.9270
H -1.1415 -1.3769 2.2657
H 0.6226 -1.9820 0.3407
H -1.1764 -2.2590 0.2933
H -0.1199 1.3247 2.2950
H 1.0243 -0.1014 1.9956
H 1.8098 -1.7093 -1.8728
H 1.8508 -0.2673 -2.7349
H 0.8515 -1.5355 -3.0815
H -0.4333 3.0841 0.5370
H 0.4422 3.2508 -1.0726
H -1.2183 2.4077 -1.0991

Cartesian forces (eV/Å) of the 2 atoms listed first:
-0.4 3.6 2.6
-1.3 -1.8 -1.4

Results
gap between HOMO and LUMO: 9.097 eV
HOMO: -8.2 eV
energy relative to the best compared isomer or geometry (same formula, charge and spin): 7.7 kcal per mole
LUMO: 0.8769 eV
structure (SMILES): CP1CCC[P@@]1(C)=S

=====

Record 8
# C9H19NO

A 2-piece molecular cluster, C9H19NO overall (wB97M-V/def2-TZVPD, OMol25).

CARTESIAN COORDINATES (ANGSTROEM)
C 1.6488 -0.4056 -1.1052
C 1.8722 0.6985 -0.3592
C 1.0364 -0.3947 -2.4866
C 1.9785 -1.8141 -0.6680
C 2.4843 0.6876 1.0223
C 1.5427 2.1069 -0.7965
H 0.1183 -1.0058 -2.4741
H 0.7804 0.6177 -2.8415
H 1.7500 -0.8463 -3.1963
H 2.4292 -1.8637 0.3375
H 1.0524 -2.4132 -0.6684
H 2.6837 -2.2559 -1.3919
H 2.7386 -0.3251 1.3780
H 3.4034 1.2972 1.0097
H 1.7713 1.1408 1.7315
H 2.4686 2.7064 -0.7943
H 1.0938 2.1568 -1.8028
H 0.8361 2.5484 -0.0737
O -4.2974 -0.2330 1.6014
C -3.2929 0.0192 0.9426
N -2.0703 -0.4684 1.2922
C -3.3102 0.8814 -0.3019
C -1.9106 -1.3085 2.4631
H -1.2567 -0.2356 0.7173
H -2.9603 0.3143 -1.1808
H -4.3434 1.2191 -0.4896
H -2.6673 1.7689 -0.1771
H -0.8487 -1.5903 2.5614
H -2.5120 -2.2288 2.3737
H -2.2189 -0.7742 3.3774

Cartesian forces (eV/Å) of the 2 atoms listed first:
0.1 0.5 0.4
-0.2 -0.5 -0.3

Results
gap between HOMO and LUMO: 9.549 eV
HOMO: -8.9 eV
energy relative to the best compared isomer or geometry (same formula, charge and spin): 17.5 kcal per mole
LUMO: 0.6501 eV
structure (SMILES): CC(C)=C(C)C.CNC(C)=O

=====

> What is the LUMO in the fifth record?

-5.2451 eV